C30H51BeBrCaCl6F15LiN3O9PS as an isolated structure at a distorted geometry. Source: OMol25; level of theory: ωB97M-V/def2-TZVPD.

Output
Calculated total energy   -10286.635924 Ha
Charge   +2
Kohn-Sham gap   0.997 eV
F_max   0.136 hartree/bohr
LUMO level   -0.327 Eh
Spin multiplicity   1

Element x y z (Å)
C  3.1437  3.7056  2.9606
C  1.8890  4.1737  2.2082
C  1.7211  3.4386  0.8566
C  0.3148  3.5131  0.2366
C  -0.4966  2.2357  -0.0566
C  0.3329  1.5671  -1.1757
N  0.2370  0.1327  -1.2265
C  0.3374  -0.6657  0.0185
C  -0.2998  -2.0034  -0.4890
C  0.4246  -3.3356  -0.0764
C  -0.5123  -4.5016  -0.3396
F  -1.7443  -4.2921  0.2254
F  -0.7467  -4.5276  -1.6650
C  -0.1132  -5.9033  0.1828
F  -0.4139  -5.9988  1.5301
F  -0.9688  -6.7419  -0.4124
C  1.3129  -6.4736  -0.1325
F  1.1404  -7.7933  -0.3500
F  1.7209  -5.9683  -1.2978
C  2.3046  -6.3787  1.0612
F  2.1047  -5.2665  1.8152
F  1.9807  -7.3823  1.8792
S  4.1599  -6.5211  0.6696
F  4.1211  -5.2304  -0.2108
F  4.4715  -5.6133  1.9387
F  4.2934  -7.7770  1.6286
F  3.8943  -7.4927  -0.5490
F  5.7034  -6.6260  0.3958
C  1.8582  -0.9488  0.0656
O  2.6674  0.2024  0.1554
C  3.6321  0.2284  -0.8735
C  -0.3436  0.0259  1.2900
C  0.7957  0.1420  2.3399
C  0.5522  0.3170  3.8445
F  1.5312  -0.3269  4.5807
C  -1.2733  -1.0331  2.0032
N  -0.6062  -2.2451  2.4995
C  -0.9793  -2.5999  3.9016
N  -1.1074  1.3425  1.0331
C  -1.1978  2.2460  2.2440
C  -2.0657  1.8083  3.4123
O  -1.8249  2.1640  4.5571
F  -3.1601  1.0984  3.2936
C  -2.5768  1.1156  0.6767
Cl  -2.7233  0.1971  -0.8762
C  -3.5838  2.2733  0.4682
C  -4.9566  1.6049  0.0463
Cl  -4.1265  3.3884  1.7908
H  3.3198  4.3846  3.7974
H  3.0746  2.6764  3.3115
H  4.0045  3.8516  2.3036
H  2.0786  5.2283  1.9795
H  0.9867  4.1694  2.8276
H  2.3834  4.0280  0.2106
H  2.2126  2.4625  0.8464
H  0.4300  3.9469  -0.7621
H  -0.2361  4.3021  0.7467
H  -1.3090  2.6571  -0.6487
H  0.0118  1.9475  -2.1536
H  1.3852  1.8832  -1.1581
H  0.7450  -0.2609  -1.9989
H  -0.2441  -2.0692  -1.5755
H  -1.3665  -2.1016  -0.3208
H  1.2728  -3.4667  -0.7553
H  0.8663  -3.3087  0.9177
H  2.1270  -1.4414  -0.8760
H  2.2177  -1.6485  0.8307
H  4.2756  -0.7475  -0.8279
H  3.1123  0.3225  -1.8420
H  4.2947  1.0899  -0.7850
H  1.3849  -0.7716  2.3902
H  1.5065  0.9165  2.0423
H  0.6769  1.3768  4.1092
H  -0.4037  0.0090  4.2670
H  -1.7971  -0.6067  2.8625
H  -2.1143  -1.3374  1.3806
H  -1.0310  -3.0020  1.9781
H  -0.2622  -2.2068  4.6217
H  -0.8907  -3.7104  3.9664
H  -2.0237  -2.3646  4.1436
H  -1.6262  3.2255  1.9921
H  -0.2301  2.5391  2.6593
H  -3.1101  0.4531  1.3576
H  -3.4013  2.9099  -0.3963
H  -5.1054  1.6514  -1.0291
H  -5.0834  0.6109  0.4738
H  -5.7867  2.1861  0.4465
C  2.5899  -9.6135  -3.0198
Cl  1.7649  -9.6165  -4.5954
Cl  3.5315  -11.0722  -2.8029
H  3.2480  -8.7533  -2.9717
H  1.8434  -9.5565  -2.2339
C  0.2611  5.8202  -6.6515
O  0.1847  5.0887  -5.3987
P  -1.1675  5.2748  -4.4466
O  -0.7952  4.3400  -3.3373
O  -2.1400  4.6135  -5.5754
C  -2.1546  3.1948  -5.7334
O  -2.4235  6.1191  -3.7679
C  -3.5151  5.3546  -3.3036
H  1.2665  6.2205  -6.7567
H  0.0622  5.1345  -7.4739
H  -0.4500  6.6416  -6.6917
H  -1.3115  2.7144  -5.2376
H  -2.1140  2.9634  -6.7970
H  -3.0867  2.8035  -5.3236
H  -3.1810  4.5041  -2.7080
H  -4.1342  5.0120  -4.1335
H  -4.1245  6.0008  -2.6708
Cl  3.2721  -11.4255  -5.4056
Be  -0.3738  3.4552  5.0433
C  -2.0648  6.0840  1.5150
O  -2.6026  7.2452  1.8215
O  -2.0231  5.8848  0.1514
O  -1.6274  5.2225  2.2234
H  -2.4209  6.7184  -0.1358
Br  -4.2224  -1.0942  3.6910
Li  0.0626  -4.6704  2.9745
Cl  4.7724  -2.3225  -0.1602
Ca  -4.0966  8.6564  2.5004